No. 1
155
Properties=species:S:1:pos:R:3:forces:R:3:lowdin_charge:R:1 method="wB97M-V/def2-TZVPD" mol_weight_g_mol=1128.30 homo_ev=-2.590 largest_force_ev_per_a=2.19 orbital_gap_ha=0.164 energy_ev=-101787.264 charge=-1
Cs 0.16283 -2.51256 0.99009 0.535 2.090 0.357 1.22
C -0.55865 -0.63035 4.68710 0.036 -0.060 0.003 -0.29
Si 0.73460 -0.29537 3.27048 -0.327 0.655 0.673 0.46
C 1.36564 1.39367 4.00408 0.241 -0.173 0.155 -0.33
C 2.22110 1.44223 5.11231 0.017 -0.019 -0.028 -0.13
C 2.78777 2.62503 5.56236 0.000 0.045 -0.021 -0.11
C 2.50755 3.81312 4.89808 -0.018 -0.059 0.012 -0.11
C 1.63667 3.79846 3.81794 -0.066 0.025 0.071 -0.11
C 1.04110 2.61119 3.38215 0.042 0.088 -0.142 -0.38
P -0.17153 2.48374 1.99902 -0.097 -0.071 0.037 1.07
C -1.19345 4.05597 2.00867 0.035 0.101 0.022 -0.46
C -2.03733 4.03201 3.29166 0.039 0.032 0.007 -0.23
C -3.16607 5.05967 3.25391 -0.020 -0.016 -0.029 -0.21
C -2.63556 6.46357 2.97927 0.021 0.006 0.010 -0.22
C -1.80169 6.48544 1.70175 -0.019 -0.015 -0.006 -0.21
C -0.65671 5.47333 1.77661 0.012 -0.015 -0.017 -0.21
C 0.91708 2.59017 0.50155 -0.016 -0.089 -0.070 -0.45
C 2.08105 3.59707 0.48854 -0.010 0.001 0.038 -0.19
C 2.55592 3.91187 -0.94100 -0.034 0.021 -0.024 -0.19
C 2.36474 2.69925 -1.84377 0.017 0.040 0.138 -0.20
C 0.86935 2.39981 -2.02080 0.040 0.031 0.024 -0.18
C 0.05798 2.73840 -0.75822 0.002 0.022 -0.009 -0.21
C 2.11075 -1.59640 3.73067 0.154 0.040 -0.152 -0.37
C 1.97936 -2.45690 4.83380 0.008 0.039 0.007 -0.11
C 2.75683 -3.59280 4.99321 0.013 -0.009 0.012 -0.10
C 3.71059 -3.92302 4.03888 -0.006 -0.014 0.009 -0.10
C 3.87563 -3.09698 2.93951 0.030 0.023 -0.053 -0.11
C 3.09959 -1.94735 2.77376 -0.028 0.076 0.123 -0.43
P 3.26845 -0.87204 1.28993 0.209 0.030 -0.018 1.07
C 4.84150 0.06767 1.63495 0.056 0.008 -0.015 -0.44
C 4.48938 1.20399 2.60077 -0.017 -0.032 0.033 -0.22
C 5.66112 2.15582 2.81527 0.002 0.012 -0.023 -0.19
C 6.89018 1.40439 3.31769 -0.015 -0.021 0.018 -0.21
C 7.24787 0.26028 2.37337 -0.001 0.012 -0.023 -0.20
C 6.06232 -0.68423 2.16653 -0.006 0.008 0.009 -0.21
C 3.57590 -2.11515 -0.10086 -0.082 -0.017 -0.032 -0.44
C 4.96451 -2.60455 -0.53713 0.019 -0.003 0.010 -0.19
C 5.77958 -1.57067 -1.31383 0.013 0.008 0.023 -0.20
C 4.98259 -0.98379 -2.47681 -0.015 -0.039 -0.015 -0.19
C 3.63042 -0.45893 -2.00349 0.091 -0.133 0.015 -0.22
C 2.82995 -1.57130 -1.33450 0.114 0.000 0.022 -0.26
H -0.18278 -0.47216 5.70681 0.015 0.003 -0.014 0.01
H -0.97123 -1.64460 4.63595 -0.021 0.005 -0.002 0.00
H -1.39089 0.06643 4.53864 0.011 0.008 0.000 0.00
H 2.47104 0.51243 5.61665 -0.008 0.003 0.012 0.10
H 3.45866 2.62122 6.41501 -0.002 0.001 0.005 0.09
H 2.95828 4.74568 5.21824 0.009 -0.004 0.001 0.09
H 1.43265 4.72998 3.31099 -0.005 -0.001 -0.019 0.07
H -1.87964 3.84693 1.17351 -0.007 -0.018 0.014 0.10
H -1.38088 4.23953 4.14536 -0.010 -0.005 0.006 0.11
H -2.44185 3.02893 3.44912 0.003 -0.003 -0.002 0.10
H -3.72766 5.04032 4.19196 0.004 0.003 0.007 0.10
H -3.86886 4.78355 2.45855 -0.006 -0.001 0.008 0.11
H -2.00530 6.77876 3.81928 -0.004 0.002 0.001 0.11
H -3.45874 7.18069 2.91508 -0.005 -0.003 -0.004 0.10
H -1.40721 7.48930 1.51952 0.003 0.002 0.006 0.10
H -2.44456 6.23802 0.84829 0.006 0.001 -0.002 0.11
H -0.00376 5.76315 2.60380 0.008 0.035 -0.039 0.09
H -0.06609 5.52284 0.86057 0.026 -0.020 -0.014 0.09
H 1.34173 1.57592 0.48227 -0.033 0.000 0.029 0.08
H 2.91065 3.18912 1.07124 -0.041 0.035 -0.058 0.09
H 1.79980 4.52573 0.98345 0.000 0.044 0.058 0.08
H 3.60099 4.23091 -0.92570 0.011 0.006 0.004 0.10
H 1.98212 4.75152 -1.35029 -0.006 0.006 0.003 0.11
H 2.86453 1.84065 -1.38406 -0.207 0.332 -0.050 0.07
H 2.83847 2.84826 -2.81742 0.025 0.001 -0.014 0.11
H 0.73194 1.34676 -2.27238 0.092 0.404 0.153 0.06
H 0.48030 2.97425 -2.86765 -0.020 -0.009 -0.028 0.11
H -0.82015 2.08976 -0.69448 -0.001 -0.031 -0.007 0.09
H -0.31345 3.76768 -0.81830 0.004 0.015 -0.005 0.10
H 1.22866 -2.23243 5.58332 0.004 -0.011 0.006 0.08
H 2.61341 -4.23184 5.85782 -0.006 0.007 0.002 0.09
H 4.31233 -4.81767 4.14533 0.001 0.001 -0.003 0.09
H 4.61618 -3.36064 2.19305 -0.005 0.001 0.001 0.09
H 5.09978 0.52545 0.66997 0.008 0.014 -0.002 0.10
H 4.20208 0.76754 3.56236 0.001 -0.003 -0.006 0.11
H 3.60968 1.74748 2.24755 0.041 -0.064 0.056 0.08
H 5.37152 2.94050 3.51874 -0.003 -0.006 0.004 0.10
H 5.90394 2.65039 1.86582 -0.002 0.010 -0.001 0.11
H 6.66901 0.99047 4.30842 0.008 0.004 0.002 0.11
H 7.73926 2.08294 3.43902 0.001 0.004 -0.009 0.10
H 8.10884 -0.29674 2.75403 -0.003 -0.002 0.006 0.10
H 7.54641 0.67668 1.40264 0.005 -0.002 0.003 0.11
H 5.79641 -1.14723 3.12238 0.001 0.004 0.004 0.11
H 6.35402 -1.49387 1.49729 -0.003 -0.018 -0.017 0.09
H 3.02902 -2.99959 0.24425 0.024 0.011 0.022 0.08
H 4.80354 -3.46921 -1.19412 -0.008 0.006 -0.005 0.12
H 5.53856 -2.97740 0.31178 0.003 -0.002 -0.001 0.08
H 6.69564 -2.03860 -1.68602 0.003 0.006 0.006 0.11
H 6.09511 -0.76199 -0.64973 -0.018 -0.002 0.004 0.09
H 4.81208 -1.76626 -3.22595 0.005 0.004 -0.011 0.11
H 5.55546 -0.19298 -2.96859 0.004 0.009 0.007 0.11
H 3.07583 -0.02671 -2.84220 0.005 0.003 0.009 0.10
H 3.78150 0.35366 -1.28168 0.094 -0.249 -0.061 0.08
H 2.65416 -2.38401 -2.04897 -0.017 -0.016 0.021 0.13
H 1.85379 -1.19262 -1.02207 -0.006 0.020 -0.064 0.04
C -1.46669 -2.40600 -6.71174 0.007 -0.015 -0.006 -0.04
C -2.11866 -1.07928 -6.29703 0.015 0.000 0.020 -0.56
C -3.62190 -1.17869 -6.55348 -0.015 -0.009 -0.002 -0.07
C -1.55086 0.06306 -7.14858 -0.002 0.013 -0.015 -0.05
C -1.79967 -0.82236 -4.82832 -0.037 0.003 -0.018 -0.15
C -0.47882 -0.70818 -4.40472 0.040 -0.010 -0.002 0.01
C -0.21294 -0.52043 -3.06108 -0.177 -0.237 -0.129 -0.12
N -1.15286 -0.44917 -2.12385 0.213 -0.044 -0.080 0.14
C -2.41831 -0.55657 -2.51301 -0.104 0.067 0.195 -0.22
C -2.77738 -0.72847 -3.84945 0.034 -0.025 -0.012 0.03
C -3.44288 -0.55923 -1.41349 0.022 -0.030 -0.088 -0.21
C -4.79345 -0.75445 -1.66869 -0.035 0.017 0.052 0.02
C -5.70369 -0.85058 -0.61893 -0.002 -0.006 -0.026 -0.16
C -5.19398 -0.70909 0.66253 0.014 -0.008 0.014 0.00
C -3.83044 -0.49547 0.82741 0.028 0.039 0.011 -0.10
N -2.96936 -0.42940 -0.17430 0.080 -0.036 0.057 0.14
C -7.17503 -1.12492 -0.91517 0.021 -0.009 0.010 -0.56
C -7.75092 0.03442 -1.73832 -0.006 0.004 -0.005 -0.05
C -7.28759 -2.42972 -1.71682 -0.011 -0.009 -0.004 -0.04
C -7.99732 -1.27148 0.36437 -0.015 0.000 0.010 -0.07
H -1.72343 -2.64173 -7.74728 0.006 0.006 -0.003 0.08
H -1.81084 -3.22267 -6.07462 -0.009 0.002 -0.004 0.09
H -0.37998 -2.35885 -6.63531 -0.001 0.001 0.009 0.08
H -3.79628 -1.35062 -7.61727 -0.001 -0.002 0.000 0.08
H -4.14213 -0.25986 -6.27466 0.006 0.003 -0.001 0.09
H -4.06830 -2.01052 -6.00458 0.004 -0.002 0.001 0.08
H -1.74323 -0.12760 -8.20702 -0.001 0.000 0.001 0.08
H -0.47367 0.16514 -7.01490 0.000 -0.005 -0.002 0.08
H -2.01418 1.01488 -6.88139 -0.001 -0.002 0.005 0.09
H 0.34605 -0.78083 -5.10186 0.001 -0.003 0.000 0.11
H 0.81053 -0.44296 -2.71613 -0.053 -0.199 -0.090 0.08
H -3.81720 -0.81542 -4.12067 -0.002 0.016 0.004 0.09
H -5.14641 -0.85996 -2.68449 -0.001 0.002 -0.006 0.10
H -5.82343 -0.77690 1.53806 -0.002 0.008 -0.003 0.10
H -3.40879 -0.37897 1.82125 0.011 0.003 -0.001 0.11
H -7.19583 0.18028 -2.66600 -0.005 -0.005 -0.003 0.08
H -7.71232 0.96811 -1.17401 0.006 -0.001 0.001 0.09
H -8.79306 -0.16958 -1.99549 -0.002 0.003 0.003 0.08
H -6.80224 -2.34860 -2.69053 0.010 0.000 0.005 0.07
H -8.33918 -2.67319 -1.88669 0.000 0.002 -0.003 0.08
H -6.82040 -3.25847 -1.18215 -0.003 0.002 0.003 0.09
H -7.97099 -0.36220 0.96760 0.003 0.003 -0.005 0.08
H -7.64092 -2.10119 0.97719 0.002 -0.001 -0.006 0.09
H -9.03940 -1.46882 0.10539 0.001 -0.003 0.000 0.08
O -1.80754 -7.32451 -0.84601 -0.017 0.008 0.005 0.07
C -2.45210 -6.27752 -1.44489 0.044 -0.014 0.025 -0.26
C -3.61896 -6.46325 -2.17571 0.004 -0.006 -0.025 -0.04
C -4.24361 -5.38151 -2.78297 0.001 0.012 -0.001 -0.11
C -3.69382 -4.11493 -2.66541 0.000 -0.027 0.004 -0.09
C -2.52410 -3.94686 -1.93394 0.053 0.020 -0.093 -0.01
C -1.89088 -5.01032 -1.31105 -0.039 -0.048 0.004 -0.06
C -0.67214 -4.73643 -0.43731 -0.343 -0.765 -0.425 -0.84
O -0.88947 -4.75730 0.79594 -0.651 -1.555 -0.226 -0.30
O 0.38436 -4.39105 -1.00390 -0.040 -0.301 -0.340 -0.15
H -2.31685 -8.12685 -0.99136 -0.006 -0.013 -0.004 0.10
H -4.03843 -7.46043 -2.27007 0.000 -0.001 0.000 0.11
H -5.15539 -5.53631 -3.34742 -0.001 -0.001 0.002 0.09
H -4.16916 -3.26254 -3.13582 0.006 0.007 0.004 0.08
H -2.07680 -2.96436 -1.84385 0.003 -0.020 0.009 0.10

No. 2
10
Properties=species:S:1:pos:R:3:forces:R:3:lowdin_charge:R:1 method="wB97M-V/def2-TZVPD" mol_weight_g_mol=84.08 homo_ev=-7.353 largest_force_ev_per_a=4.99 orbital_gap_ha=0.292 energy_ev=-8094.271 charge=0
C -1.11534 -0.95460 -0.05880 0.587 1.006 -1.350 -0.21
C 0.95613 -0.13372 0.29258 -1.390 1.344 0.943 -0.23
N 0.18551 -1.05964 -0.05820 -0.383 0.089 0.688 0.06
N -0.97060 1.38502 0.12910 0.805 -0.766 -0.510 0.04
N -1.64094 0.36948 -0.03755 -1.595 0.246 2.118 -0.22
N 2.00082 0.52338 -0.12106 1.053 1.987 4.455 0.09
H -1.76850 -1.76297 -0.14860 -0.861 -1.009 -0.089 0.07
H -2.71393 0.42677 0.22160 1.828 -0.551 -0.857 0.16
H 2.45284 0.16658 -0.87722 1.841 -0.649 -2.796 0.05
H 2.61403 1.03970 0.65815 -1.886 -1.695 -2.601 0.18

No. 3
20
Properties=species:S:1:pos:R:3:forces:R:3:lowdin_charge:R:1 method="wB97M-V/def2-TZVPD" mol_weight_g_mol=90.17 smiles=CC(C)O.CC homo_ev=-10.193 largest_force_ev_per_a=1.26 orbital_gap_ha=0.407 energy_ev=-7459.164 charge=0
C 1.07238 -1.46041 -1.42904 0.881 0.143 0.733 -0.05
C 0.84055 -1.18126 0.04731 0.046 -0.534 0.451 -0.49
C 0.74392 -2.50223 0.83047 0.322 0.292 -0.248 -0.06
O 1.97495 -0.42071 0.46745 0.060 0.141 0.109 -0.06
H 1.95452 -2.11559 -1.47809 -0.342 -0.137 -0.091 0.09
H 1.40755 -0.55011 -1.91330 -0.427 0.224 -0.308 0.08
H 0.22121 -1.93133 -1.89530 -0.190 -0.010 -0.265 0.08
H -0.05362 -0.60073 0.27685 -0.133 0.047 -0.501 0.10
H 0.26443 -3.26435 0.22745 -0.214 -0.173 -0.063 0.07
H 1.76075 -2.83173 1.03576 0.061 -0.129 0.055 0.08
H 0.20282 -2.41141 1.76729 -0.033 0.093 0.156 0.07
H 1.82339 -0.09942 1.36171 0.018 -0.053 -0.008 0.09
C -1.49741 1.68490 0.31241 -0.287 0.357 -0.098 -0.17
C -1.58136 3.13287 -0.17063 1.059 0.468 0.504 -0.16
H -0.73237 1.52868 1.06459 0.169 0.203 0.195 0.06
H -2.44716 1.44505 0.77195 -0.224 -0.473 0.010 0.06
H -1.28302 0.98584 -0.48425 -0.096 -0.108 -0.269 0.05
H -1.91957 3.25333 -1.19999 -0.392 -0.096 0.225 0.06
H -0.59405 3.61118 -0.13886 -0.007 -0.190 -0.153 0.06
H -2.15793 3.72744 0.54621 -0.271 -0.065 -0.435 0.06

No. 4
27
Properties=species:S:1:pos:R:3:forces:R:3:lowdin_charge:R:1 method="wB97M-V/def2-TZVPD" mol_weight_g_mol=168.19 smiles="N/C=C/C[C@H](N)C=O.O.O.O" homo_ev=-8.654 largest_force_ev_per_a=4.62 orbital_gap_ha=0.336 energy_ev=-16612.773 charge=0
N -1.23690 4.58062 -0.44146 0.821 1.512 -0.832 0.02
C -0.87609 3.33734 0.03252 0.681 -1.909 -3.616 -0.23
C -0.61711 2.26545 -0.74063 -1.004 -0.297 0.579 -0.11
C -0.37731 0.90905 -0.16399 2.008 -1.109 0.003 -0.20
C -1.50820 -0.18203 -0.38129 -0.674 1.721 0.337 -0.34
N -1.32708 -1.40570 0.38298 -0.086 0.293 0.550 0.03
C -1.40476 -0.55919 -1.88372 1.724 -1.164 2.779 -0.15
O -0.45390 -1.25752 -2.17345 -0.703 0.295 -0.718 0.03
H -2.21055 4.56242 -0.29311 -1.487 1.107 -0.123 0.06
H -0.99192 4.83022 -1.41308 -0.350 -0.675 0.834 0.10
H -0.97601 3.26020 1.05083 0.160 -0.422 2.451 0.09
H -0.77864 2.20607 -1.84108 0.386 0.841 0.753 0.12
H 0.57694 0.54358 -0.65466 -1.035 -0.099 0.372 0.11
H -0.05292 0.89510 0.89750 -0.697 0.337 -0.312 0.12
H -2.47756 0.31891 -0.02611 1.063 -0.814 -1.008 0.16
H -1.39974 -1.23073 1.40894 0.411 -0.152 -1.315 0.10
H -0.42070 -1.77579 0.11060 -0.053 -0.142 0.532 0.04
H -2.09548 -0.25202 -2.60484 -1.315 0.730 -1.353 0.11
O 1.89751 -1.69399 -0.88344 4.048 -0.020 2.233 -0.04
H 1.24707 -1.75635 -1.51481 -2.573 -0.200 -2.516 -0.05
H 2.76342 -1.89624 -1.31298 -1.208 0.226 0.462 0.09
O 1.47469 -3.22709 1.62904 0.762 0.511 -0.068 -0.09
H 0.50507 -3.28235 1.67602 0.716 0.516 -0.557 0.04
H 1.83696 -2.57744 0.96128 -1.513 -1.008 0.529 0.03
O 2.77912 -1.11052 3.54319 1.474 2.869 1.175 -0.02
H 2.43535 -1.79330 3.05956 -1.851 -3.524 -1.503 -0.07
H 3.10806 -0.58744 2.80532 0.295 0.577 0.332 0.04